1.
{"formula": "C6H13O", "method": "ωB97M-V/def2-TZVPD", "symbols": ["C", "C", "C", "C", "H", "H", "H", "H", "H", "H", "H", "H", "C", "O", "C", "H", "H", "H", "H", "H"], "coordinates": [[1.659085, 0.520965, 0.709813], [0.504243, 0.993740, 1.600579], [-0.764401, 0.641156, 1.417633], [0.863833, 1.988867, 2.655683], [2.219275, 1.393345, 0.319304], [1.226136, -0.117900, -0.139491], [2.345551, -0.125490, 1.291457], [-1.503354, 0.959251, 2.150172], [-0.973990, 0.045201, 0.513343], [-0.021583, 2.317889, 3.246446], [1.390788, 2.788974, 2.155579], [1.573245, 1.529645, 3.337033], [-1.058969, -0.872602, -2.090100], [-0.032539, -0.722069, -1.197738], [-1.145031, -2.297534, -2.671782], [-0.855613, -0.141934, -2.952898], [-2.122770, -0.615509, -1.794918], [-1.942138, -2.452761, -3.377532], [-1.240391, -3.086524, -1.842806], [-0.187406, -2.565161, -3.054752]], "forces_ev_per_angstrom": [[-0.911, -0.680, -0.399], [0.216, 0.068, -0.421], [0.365, -0.437, -0.587], [-0.312, -0.561, 0.560], [-0.121, -0.396, 0.136], [0.581, 1.079, 0.943], [-0.106, 0.427, -0.050], [-0.163, 0.063, -0.296], [-0.179, -0.020, 0.535], [0.639, 0.046, -0.514], [-0.004, 0.665, 0.128], [0.300, 0.026, 0.363], [0.973, 0.638, -0.663], [-1.384, -0.500, -0.299], [0.083, -0.914, 2.053], [-0.526, -0.713, 0.161], [0.457, 0.060, 0.522], [-0.400, -0.033, -0.567], [-0.305, 1.218, -0.727], [0.797, -0.036, -0.877]], "nbo_charge": [-0.7020, 0.0214, -0.4512, -0.6374, 0.1776, 0.3410, 0.1812, 0.1595, 0.2747, 0.1935, 0.1994, 0.1904, -0.0121, -0.9742, -0.6396, 0.0788, 0.0697, 0.1657, 0.1747, 0.1886], "homo_ev": -2.74, "total_charge": -1, "homo_lumo_gap_ev": 6.674, "e_lumo_ev": 3.933, "relative_energy_kcal_mol": 22.0}

2.
{"formula": "C26H28FeN5O4", "method": "ωB97M-V/def2-TZVPD", "symbols": ["Fe", "C", "O", "C", "C", "C", "C", "C", "C", "N", "N", "C", "C", "O", "C", "C", "C", "C", "C", "C", "C", "C", "H", "H", "H", "H", "H", "H", "H", "H", "H", "H", "H", "H", "H", "O", "C", "C", "C", "C", "C", "C", "N", "H", "H", "H", "H", "H", "H", "H", "O", "H", "H", "C", "N", "C", "C", "N", "H", "H", "H", "H", "H", "H"], "coordinates": [[1.293504, -0.233647, -0.934249], [1.530460, -0.363358, -4.507912], [0.772707, -0.452185, -3.314216], [-0.527650, -0.878849, -3.405498], [-1.065561, -1.583652, -4.469981], [-2.411706, -1.928168, -4.464233], [-3.233541, -1.555520, -3.411863], [-2.711726, -0.858337, -2.342320], [-1.352009, -0.531093, -2.309046], [-0.784755, 0.199568, -1.296482], [-1.527635, 0.604359, -0.335312], [-1.156685, 1.546609, 0.527443], [0.134970, 2.193454, 0.452807], [1.014726, 1.832629, -0.390007], [0.400369, 3.250010, 1.378340], [-0.526553, 3.661106, 2.279917], [-1.790083, 3.016410, 2.398456], [-2.740703, 3.430408, 3.343670], [-3.946061, 2.782079, 3.458756], [-4.243266, 1.704051, 2.620995], [-3.337419, 1.292969, 1.672401], [-2.096822, 1.934927, 1.539709], [0.918710, -0.000020, -5.337692], [1.977246, -1.326136, -4.768298], [2.320082, 0.355050, -4.300530], [-0.447998, -1.862438, -5.310355], [-2.816236, -2.476740, -5.299969], [-4.283637, -1.802611, -3.432741], [-3.327362, -0.540840, -1.514521], [1.360603, 3.734972, 1.273799], [-0.314741, 4.500054, 2.926718], [-2.508824, 4.273718, 3.977758], [-4.667442, 3.104687, 4.193854], [-5.195315, 1.200579, 2.711033], [-3.559620, 0.472102, 1.007877], [1.447088, -0.483895, 1.617877], [2.682152, -0.042528, 2.163475], [3.447234, 0.884764, 1.249073], [4.165106, 1.957546, 1.760121], [4.922384, 2.722111, 0.888589], [4.910634, 2.406570, -0.460272], [4.147466, 1.329587, -0.879938], [3.443318, 0.573698, -0.046216], [0.772868, 0.177552, 1.819173], [3.290678, -0.944049, 2.307566], [2.519790, 0.428685, 3.137825], [4.139464, 2.177310, 2.816651], [5.508680, 3.549456, 1.255769], [5.483705, 2.981210, -1.169850], [4.102326, 1.041787, -1.921105], [2.806123, -1.947664, -1.866555], [3.587858, -1.975554, -1.310116], [2.272861, -2.719488, -1.650642], [-0.687699, -4.101923, 2.490611], [-1.159691, -3.535264, 1.246571], [-2.543144, -3.755713, 0.888475], [-0.364789, -2.892431, 0.461266], [0.359903, -2.340576, -0.251431], [-0.805352, -5.187881, 2.474625], [-1.263819, -3.700022, 3.326903], [0.362646, -3.861363, 2.636383], [-2.744941, -4.825632, 0.796421], [-2.759504, -3.271817, -0.061164], [-3.193372, -3.340624, 1.661607]], "forces_ev_per_angstrom": [[-0.220, 0.604, 0.358], [0.357, -0.003, -0.267], [-0.153, -0.060, 0.533], [-0.677, 0.157, 0.625], [0.196, 0.044, 0.012], [0.058, 0.076, 0.033], [-0.036, -0.124, -0.092], [0.447, -0.040, -0.012], [-1.167, -0.719, -0.881], [1.761, 0.614, 1.513], [-1.177, -0.396, -1.413], [1.730, -0.016, 0.275], [-0.752, -0.583, -0.026], [0.636, -0.546, -0.119], [0.033, 0.465, -0.039], [0.324, -0.142, -0.303], [-0.360, -0.371, -0.184], [-0.104, -0.080, 0.029], [0.034, 0.151, 0.127], [0.112, -0.033, -0.128], [-0.040, -0.024, 0.090], [-0.393, 0.298, 0.309], [0.015, 0.001, 0.147], [-0.080, 0.032, 0.034], [0.035, -0.039, -0.090], [0.058, -0.023, -0.039], [-0.035, -0.046, -0.091], [-0.096, -0.035, -0.014], [-0.062, 0.028, -0.002], [0.065, 0.093, 0.077], [0.057, 0.056, 0.129], [0.017, 0.065, 0.099], [-0.050, 0.048, 0.057], [-0.047, -0.025, 0.005], [-0.076, -0.039, -0.003], [-0.037, 0.093, -0.416], [0.201, -0.048, 0.159], [-0.028, 0.040, 0.337], [-0.041, -0.231, -0.200], [-0.083, -0.081, -0.118], [0.010, -0.039, 0.038], [0.209, 0.132, -0.089], [-0.561, -0.330, -0.210], [-0.129, 0.063, 0.012], [-0.141, 0.126, 0.077], [0.108, -0.067, -0.094], [-0.026, -0.005, 0.082], [0.046, 0.116, 0.020], [0.018, 0.027, -0.094], [0.052, 0.077, -0.127], [-0.439, 0.697, 0.030], [0.173, -0.108, 0.151], [-0.037, -0.210, 0.102], [0.178, -0.206, 0.463], [-0.297, -0.195, 0.320], [-0.539, -0.065, -0.143], [0.456, 0.226, -0.450], [0.444, 0.483, -0.490], [0.017, 0.039, -0.009], [0.031, 0.005, -0.040], [-0.027, 0.013, -0.013], [0.035, 0.045, -0.003], [-0.012, 0.014, 0.008], [0.010, 0.003, -0.055]], "lowdin_spin": [3.7488, 0.0012, 0.0208, 0.0024, -0.0001, 0.0022, 0.0001, 0.0030, 0.0049, 0.0543, 0.0046, 0.0058, 0.0034, 0.0610, 0.0035, -0.0023, 0.0007, -0.0005, 0.0013, -0.0005, 0.0015, -0.0006, 0.0004, 0.0001, 0.0000, 0.0000, 0.0001, 0.0000, 0.0002, 0.0001, -0.0001, 0.0000, 0.0001, -0.0001, 0.0004, 0.0192, 0.0008, 0.0022, 0.0005, 0.0012, 0.0000, 0.0013, 0.0152, 0.0000, 0.0001, 0.0004, 0.0001, 0.0001, 0.0000, -0.0004, 0.0178, 0.0005, 0.0001, 0.0001, 0.0016, 0.0002, 0.0045, 0.0176, 0.0000, 0.0001, 0.0000, 0.0000, 0.0000, 0.0001], "homo_ev": [-9.67, -9.67], "total_charge": 1, "homo_lumo_gap_ev": [6.585, 6.513], "multiplicity": 5, "e_lumo_ev": [-3.086, -3.157]}